# 1
{
  "formula": "AgBr",
  "method": "wB97M-V/def2-TZVPD",
  "symbols": ["Ag", "Br"],
  "positions_angstrom": [[-0.1797, -0.0309, 2.0593], [0.1797, 0.0309, -2.0593]],
  "atomic_forces_ev_per_a": [[0.023, 0.004, -0.245], [-0.023, -0.004, 0.245]],
  "de_lowest_kj_mol": 68.5,
  "e_homo_ev": [-15.1, -14.7],
  "energy_ha": -2720.60680,
  "total_charge": 1,
  "spin_multiplicity": 2
}

***

# 2
{
  "formula": "BH3O",
  "method": "wB97M-V/def2-TZVPD",
  "symbols": ["B", "O", "H", "H", "H"],
  "positions_angstrom": [[0.1116, -0.2772, -0.8319], [0.0724, -0.0450, 1.4493], [0.5214, -1.1770, -1.4469], [-0.4087, 0.6766, -0.8421], [-0.2967, 0.8225, 1.6716]],
  "atomic_forces_ev_per_a": [[0.584, -0.994, 4.302], [0.455, -1.082, -3.211], [0.222, -0.270, 0.319], [-1.263, 2.403, -0.790], [0.003, -0.057, -0.620]],
  "de_lowest_kj_mol": 444.2,
  "e_homo_ev": -9.6,
  "energy_ha": -101.72484,
  "spin_multiplicity": 1
}

***

# 3
{
  "formula": "C5H5F3N2O2S",
  "method": "wB97M-V/def2-TZVPD",
  "symbols": ["C", "C", "C", "C", "C", "N", "N", "O", "O", "F", "F", "F", "S", "H", "H", "H", "H", "H"],
  "positions_angstrom": [[-0.2073, 0.3324, -2.2236], [0.6349, 0.3635, -0.9894], [-1.4834, -0.0563, -2.2468], [-2.4773, -1.0970, -0.3691], [2.1962, 0.0852, 2.1614], [-2.4621, -0.2857, -1.3222], [0.0664, 0.2063, 0.1105], [-0.3751, -0.2780, 2.5478], [0.2888, 1.9392, 1.8197], [1.9229, 0.6334, -1.2500], [-1.9640, 0.1005, -3.5046], [-1.6520, -2.1153, -0.2953], [0.4948, 0.5245, 1.7455], [0.3793, 0.4469, -3.1745], [-3.1572, -0.8398, 0.4758], [2.2409, -0.8525, 2.6500], [2.7716, -0.0414, 1.2602], [2.7825, 0.9340, 2.6044]],
  "atomic_forces_ev_per_a": [[3.056, -0.655, 0.804], [-1.704, 0.104, -1.785], [-0.411, 0.687, -1.447], [-0.131, 1.431, -0.077], [0.823, 1.542, -1.190], [0.372, 0.561, -0.192], [0.938, -0.417, 2.317], [0.327, -0.698, -0.317], [0.761, 0.220, 0.058], [-0.087, -0.086, 0.610], [-0.812, -0.718, 0.349], [-0.154, -0.269, 0.546], [-0.826, 0.864, -0.555], [-1.152, 0.172, 0.984], [0.576, -1.187, -0.492], [-0.220, -0.610, 0.942], [-0.110, -0.197, -0.848], [-1.245, -0.743, 0.292]],
  "de_lowest_kj_mol": 0.0,
  "e_homo_ev": -9.7,
  "smiles": "CS(=O)(=O)/N=C(F)/C=C(F)\\N=C/F",
  "energy_ha": -1151.21599,
  "spin_multiplicity": 1
}

***

# 4
{
  "formula": "C7H15NS",
  "method": "wB97M-V/def2-TZVPD",
  "symbols": ["C", "C", "C", "C", "C", "C", "C", "N", "S", "H", "H", "H", "H", "H", "H", "H", "H", "H", "H", "H", "H", "H", "H", "H"],
  "positions_angstrom": [[1.7352, -1.8156, 0.3031], [3.0838, 0.2219, -1.1849], [-3.1916, -0.0862, 0.6348], [-2.9622, -0.2857, -0.8839], [-1.8528, 0.5025, 1.0369], [-1.6131, 0.3983, -1.1715], [2.2388, 0.8771, 1.2487], [-1.0322, 0.8140, 0.0833], [1.5710, -0.2272, -0.1716], [2.5246, -2.2279, 1.0117], [0.8246, -2.3269, 0.2750], [3.4332, -0.7162, -1.5833], [2.8719, 1.0031, -1.9084], [-4.1015, 0.6002, 0.9316], [-3.4659, -0.9445, 1.1350], [-3.0296, -1.4596, -1.0385], [-3.8451, 0.1920, -1.4542], [3.9089, 0.6086, -0.5455], [-1.6379, 0.6865, 2.0231], [-0.8875, -0.2633, -1.6209], [-1.7013, 1.2801, -1.7842], [3.1160, 1.5520, 0.9057], [1.3961, 1.4215, 1.7365], [2.6166, 0.1950, 2.0216]],
  "atomic_forces_ev_per_a": [[1.675, 0.429, 0.784], [0.587, 0.032, 0.957], [-0.569, 3.063, -0.725], [-2.390, -1.445, -0.419], [-0.099, 0.108, -3.184], [-0.208, -0.455, -0.051], [0.074, 0.722, 0.029], [-1.777, -0.315, 2.448], [2.706, 0.129, 1.102], [-0.957, 0.959, -1.150], [-1.238, -0.686, -0.106], [-0.135, -0.167, -0.637], [-0.239, -0.188, -0.281], [1.862, -0.688, -0.775], [-0.105, -2.183, 1.105], [0.509, 2.493, -0.230], [1.534, -0.890, 0.620], [-0.649, -0.400, -0.355], [0.763, 0.558, 2.297], [0.100, -0.232, -0.475], [-0.150, 0.257, -0.473], [-1.927, -0.898, 0.643], [0.628, -0.123, -0.676], [0.004, -0.079, -0.448]],
  "de_lowest_kj_mol": 238.5,
  "e_homo_ev": -7.0,
  "energy_ha": -728.49669,
  "spin_multiplicity": 1
}

***

# 5
{
  "formula": "C24H47NO8",
  "method": "wB97M-V/def2-TZVPD",
  "symbols": ["C", "C", "O", "C", "C", "C", "N", "C", "O", "H", "H", "H", "H", "H", "H", "H", "H", "H", "H", "H", "C", "C", "O", "C", "H", "H", "H", "H", "H", "H", "C", "C", "O", "C", "H", "H", "H", "H", "H", "H", "C", "C", "O", "C", "H", "H", "H", "H", "H", "H", "C", "C", "O", "C", "H", "H", "H", "H", "H", "H", "C", "C", "O", "C", "H", "H", "H", "H", "H", "H", "C", "C", "O", "C", "H", "H", "H", "H", "H", "H"],
  "positions_angstrom": [[-0.8982, 4.0672, 5.6330], [-1.5531, 3.5162, 4.3795], [-0.7003, 2.5433, 3.7709], [-1.3411, 2.0598, 2.6197], [-0.7921, 2.4911, 1.2512], [-0.0862, 1.1768, 0.8584], [-1.0493, 0.1243, 1.2032], [-1.4099, 0.4910, 2.5325], [-1.6925, -0.2459, 3.3622], [-1.1962, 3.4516, 6.4760], [-1.1656, 5.1041, 5.7737], [0.1767, 3.9758, 5.5491], [-2.5089, 3.0935, 4.6493], [-1.7464, 4.3197, 3.6738], [-2.4014, 2.3278, 2.5911], [-0.0010, 3.2343, 1.2339], [-1.6133, 2.8037, 0.6177], [0.4131, 1.1285, -0.0957], [0.6556, 1.0800, 1.6492], [-1.8495, 0.0697, 0.5843], [3.0700, 0.4806, -3.5589], [2.3489, -0.2141, -2.4327], [1.9670, 0.3886, -1.4517], [2.1228, -1.6986, -2.5782], [3.1683, 1.5385, -3.3307], [4.0641, 0.0572, -3.6857], [2.5060, 0.3693, -4.4865], [3.0793, -2.2158, -2.6641], [1.5215, -1.9000, -3.4658], [1.5961, -2.0721, -1.7013], [6.9369, 2.8851, -6.3877], [6.3739, 1.6896, -5.6570], [5.3589, 1.7678, -5.0033], [7.1363, 0.3916, -5.7798], [6.2963, 3.7475, -6.2166], [7.9394, 3.1097, -6.0202], [6.9798, 2.6823, -7.4590], [8.1470, 0.5132, -5.3872], [7.1874, 0.0857, -6.8259], [6.6272, -0.3833, -5.2104], [-4.8888, 3.9077, 6.7926], [-4.9438, 4.8341, 5.6011], [-4.0461, 4.8742, 4.7905], [-6.1686, 5.7067, 5.4683], [-3.9607, 3.3399, 6.7690], [-4.9258, 4.4858, 7.7171], [-5.7295, 3.2127, 6.7646], [-6.2585, 6.3590, 6.3383], [-7.0625, 5.0864, 5.3856], [-6.0801, 6.3201, 4.5742], [0.2817, -5.6669, -5.7429], [1.3269, -5.1813, -4.7720], [2.1868, -4.3944, -5.1013], [1.2482, -5.7213, -3.3648], [0.4492, -5.2047, -6.7145], [0.3461, -6.7512, -5.8513], [-0.7103, -5.3905, -5.3818], [1.3520, -6.8074, -3.3750], [0.2900, -5.4524, -2.9168], [2.0520, -5.2948, -2.7677], [-4.9157, -6.0731, -4.3420], [-3.7155, -5.3162, -4.8549], [-2.6566, -5.3372, -4.2683], [-3.8944, -4.5315, -6.1322], [-4.6511, -6.5907, -3.4225], [-5.7338, -5.3811, -4.1363], [-5.2384, -6.8073, -5.0819], [-4.6700, -3.7757, -6.0005], [-4.1749, -5.2017, -6.9462], [-2.9597, -4.0366, -6.3883], [0.8377, 0.2292, 5.6770], [1.8732, 0.6746, 6.6785], [2.7567, 1.4474, 6.3841], [1.7585, 0.1103, 8.0769], [1.0362, 0.7045, 4.7200], [0.8826, -0.8535, 5.5456], [-0.1602, 0.5188, 6.0080], [1.8402, -0.9774, 8.0485], [0.7994, 0.3910, 8.5153], [2.5602, 0.5092, 8.6953]],
  "atomic_forces_ev_per_a": [[0.049, -0.635, -0.317], [0.690, 0.477, 0.361], [-0.712, -0.085, -0.182], [-0.368, -0.196, -0.350], [1.263, -0.666, 0.143], [-0.827, 0.629, 0.389], [0.473, -0.416, -0.334], [1.268, 3.461, -3.706], [-1.534, -3.045, 3.959], [-0.029, 0.160, 0.353], [-0.124, 0.191, 0.248], [0.321, 0.153, -0.084], [-0.268, -0.384, -0.186], [-0.024, 0.131, -0.232], [-0.146, 0.072, 0.542], [-0.294, 0.586, 0.509], [-0.010, -0.102, -0.430], [-0.268, -0.292, -0.269], [0.660, -0.079, -0.305], [0.009, -0.121, -0.053], [-0.226, 0.132, 0.348], [-0.039, 0.055, 0.020], [0.084, -0.060, -0.160], [-0.151, 0.047, 0.311], [0.038, -0.009, -0.013], [-0.035, -0.056, -0.158], [0.133, -0.127, -0.064], [-0.038, -0.033, -0.210], [0.181, -0.078, -0.105], [0.009, 0.031, 0.002], [-0.216, 0.101, 0.110], [-0.077, 0.024, 0.046], [0.186, 0.029, -0.126], [-0.204, -0.059, 0.159], [-0.003, -0.020, 0.010], [0.062, -0.068, -0.131], [0.159, -0.026, 0.013], [0.055, 0.008, -0.148], [0.149, 0.048, -0.006], [-0.004, 0.015, -0.007], [0.232, -0.048, -0.131], [0.065, 0.016, -0.063], [-0.267, 0.153, 0.125], [0.137, 0.065, -0.218], [-0.005, 0.014, -0.009], [-0.150, -0.041, 0.020], [-0.073, 0.084, 0.113], [-0.114, -0.096, 0.059], [-0.034, 0.032, 0.155], [0.016, -0.015, 0.007], [0.130, 0.219, -0.233], [0.086, 0.028, -0.036], [-0.062, -0.011, 0.041], [0.204, 0.190, 0.048], [0.056, -0.013, 0.016], [-0.136, -0.015, 0.109], [0.019, -0.200, 0.071], [-0.163, -0.015, 0.021], [-0.066, -0.160, -0.046], [0.000, 0.000, -0.023], [0.193, -0.060, 0.190], [0.044, 0.006, 0.045], [-0.125, 0.004, -0.006], [0.272, 0.039, 0.065], [0.012, 0.014, -0.011], [-0.071, -0.045, -0.137], [-0.121, 0.099, -0.044], [-0.101, -0.091, -0.081], [-0.154, 0.050, 0.014], [-0.009, -0.006, 0.013], [0.276, 0.141, -0.158], [0.019, 0.042, -0.078], [-0.045, -0.050, 0.061], [0.225, 0.163, 0.046], [-0.047, 0.047, 0.025], [-0.162, -0.018, 0.127], [-0.044, -0.159, -0.006], [-0.163, -0.012, 0.017], [-0.058, -0.151, -0.031], [-0.004, 0.005, -0.021]],
  "e_homo_ev": -8.7,
  "smiles": "CCO[C@H]1CCNC1=O.CC(C)=O.CC(C)=O.CC(C)=O.CC(C)=O.CC(C)=O.CC(C)=O",
  "energy_ha": -1599.28677,
  "spin_multiplicity": 1
}

***

# 6
{
  "formula": "C3H5N3S2",
  "method": "wB97M-V/def2-TZVPD",
  "symbols": ["C", "C", "C", "H", "H", "H", "H", "H", "N", "N", "N", "S", "S"],
  "positions_angstrom": [[-0.2258, -1.4353, -0.6282], [0.0158, 0.9390, -0.7111], [0.6531, 0.6134, 2.6998], [-1.7406, -0.1818, -3.1440], [0.3403, -1.4829, 0.4877], [-0.1807, 1.8290, -1.3588], [0.8172, -0.3245, 3.4809], [0.2052, 1.5575, 2.9982], [-0.3904, -0.2441, -1.3438], [0.4276, 1.2901, 0.4754], [0.9165, 0.2580, 1.4881], [-0.4113, 0.0564, -3.0314], [-0.4269, -2.8746, -1.4127]],
  "atomic_forces_ev_per_a": [[1.715, -2.339, 0.059], [-0.143, 2.042, 2.078], [0.590, -3.402, -0.050], [0.328, 0.043, -0.295], [-2.043, 1.106, -3.152], [0.179, -0.827, 0.684], [-0.097, 2.977, -1.776], [-0.072, -0.057, -0.035], [1.544, 0.947, 2.318], [0.959, -1.676, 0.098], [-1.908, 1.581, -0.487], [-0.907, -1.258, -0.252], [-0.147, 0.861, 0.810]],
  "de_lowest_kj_mol": 403.2,
  "e_homo_ev": -8.7,
  "smiles": "C=N/N=C\\N(S)C=S",
  "energy_ha": -1077.80350,
  "spin_multiplicity": 1
}